# 1
# C8H15N

One molecule with the formula C8H15N at a distorted geometry (ωB97M-V with the def2-TZVPD basis set, the OMol25 dataset).

XYZ file:
```
24
Properties=species:S:1:pos:R:3:nbo_charge:R:1
C -0.19617 -1.15691 -0.07119 0.02
C 0.82488 0.71639 -0.02814 -0.24
C -0.56642 0.56526 -0.54338 -0.01
C 0.70825 -0.44900 0.96470 -0.43
C 0.55995 -2.07401 -1.02401 -0.63
C -1.44390 -1.82434 0.47994 -0.62
N -0.70728 0.87963 -1.91251 -0.90
C 1.04610 2.30315 0.52880 -0.17
C 0.47831 2.75663 1.64604 -0.43
H 1.61928 0.56979 -0.76617 0.22
H -1.38340 0.92151 0.08752 0.19
H -0.98115 0.24728 -2.65653 0.38
H -1.01367 1.82627 -2.11442 0.37
H 0.19743 -0.19499 1.89893 0.21
H 1.65991 -0.93134 1.20369 0.21
H 1.70722 2.94739 -0.05112 0.19
H -1.98952 -1.16956 1.16598 0.21
H 0.84023 -3.01151 -0.52324 0.22
H 1.49775 -1.63389 -1.37586 0.21
H -0.04947 -2.33345 -1.89559 0.21
H -1.19658 -2.74104 1.03270 0.20
H -2.12772 -2.10811 -0.32736 0.21
H -0.21927 2.16062 2.22857 0.19
H 0.73525 3.73422 2.05267 0.20
```

- SMILES string = C=C[C@H]1CC(C)(C)[C@@H]1N
- orbital gap (eV) = 9.395

=====

# 2
# C8H15N

One molecule with the formula C8H15N at a distorted geometry (ωB97M-V with the def2-TZVPD basis set, the OMol25 dataset).

XYZ file:
```
24
Properties=species:S:1:pos:R:3:nbo_charge:R:1
C -1.85218 1.55233 -0.21087 -0.63
C -1.51371 0.35050 0.58593 -0.22
C -2.31892 -0.93999 0.15055 -0.39
C -1.07074 -1.44475 -0.65593 -0.41
C -0.21693 -0.39704 0.04385 -0.02
C 1.53565 1.41236 0.15027 -0.27
C 2.17140 0.21610 -0.53676 -0.04
C 2.69071 -0.94765 0.34089 -0.65
H -1.42511 1.63056 -1.23600 0.22
H -2.90891 1.41618 -0.36004 0.21
H -1.59240 2.65023 0.17830 0.21
H -1.64043 0.57034 1.66119 0.20
H -2.38307 -1.62495 0.93143 0.20
H -3.23639 -0.72682 -0.43765 0.20
H -1.09447 -1.32773 -1.72663 0.21
H -0.81585 -2.47258 -0.43948 0.20
H 0.28077 -0.85757 0.99523 0.15
H 1.65011 2.27961 -0.48503 0.20
H 1.66131 1.58901 1.24150 0.21
H 2.75543 0.49014 -1.41505 0.20
H 3.74932 -0.85690 0.57700 0.22
H 2.32714 -1.04286 1.36849 0.22
H 2.52165 -1.87569 -0.14131 0.21
N 0.72564 0.35717 -0.57988 -0.43
```

- SMILES string = C[C@@H]1CN1[C@@H]1CC[C@@H]1C
- orbital gap (eV) = 9.388

=====

# 3
# C8H15N2O

A 2-piece molecular cluster, C8H15N2O overall at a distorted geometry (ωB97M-V with the def2-TZVPD basis set, the OMol25 dataset).

XYZ file:
```
26
Properties=species:S:1:pos:R:3:nbo_charge:R:1
C 0.20780 1.81256 0.66651 -0.41
C -1.81992 -0.44129 -0.78334 -0.40
C -0.00088 0.85406 1.86076 -0.44
C -1.54776 -0.98171 0.66307 -0.43
C 1.04210 1.29516 -0.52214 -0.50
C -0.47546 -0.48401 -1.53656 -0.53
C -0.22390 -0.53022 1.26433 -0.03
C 0.70646 -0.08502 -0.83617 0.26
N 2.39013 -0.64139 -2.14446 0.27
N 0.90766 -0.93663 0.35010 -0.59
O 2.41637 -1.80595 -2.23609 -0.19
H -0.69673 2.18756 0.27716 0.22
H 0.73569 2.67116 1.04145 0.24
H -2.66935 -0.93995 -1.36874 0.26
H -1.98782 0.60259 -0.68955 0.21
H 0.78648 0.85931 2.68368 0.23
H -0.83360 1.19806 2.39675 0.25
H -2.22658 -0.76219 1.49174 0.25
H -1.48768 -2.01894 0.68866 0.21
H 0.76904 1.89907 -1.36247 0.25
H 2.15711 1.33564 -0.45278 0.23
H -0.15544 -1.43982 -2.07895 0.23
H -0.59713 0.22394 -2.44502 0.26
H -0.08898 -1.20177 2.17545 0.23
H 1.84870 -0.72439 0.85305 0.45
H 0.84369 -1.94583 0.04357 0.45
```

- charge = +1
- orbital gap (alpha / beta) (eV) = 7.959 / 8.098

=====

# 4
# C8H15N3O

C8H15N3O as an isolated structure at a distorted geometry (ωB97M-V with the def2-TZVPD basis set, the OMol25 dataset).

XYZ file:
```
27
Properties=species:S:1:pos:R:3:nbo_charge:R:1
C -0.40126 1.08460 3.40148 0.18
C 0.32202 0.73934 1.48844 0.30
C 1.52386 1.16039 -1.07374 -0.65
C -1.52365 0.25987 -1.02393 -0.60
C -0.74026 -2.00110 0.03138 -0.63
C 0.29163 -1.25643 -2.25236 -0.62
C 0.92734 0.00524 -0.21081 0.37
C -0.26191 -0.77358 -0.84305 -0.06
N 0.22680 0.17546 2.72963 -0.52
N -0.32277 1.88164 1.37407 -0.34
N -0.79314 2.07996 2.61939 -0.36
O 2.05978 -0.79472 -0.01899 -0.74
H -0.55940 1.02759 4.42612 0.20
H 2.33661 1.57034 -0.58378 0.23
H 0.75249 1.98591 -1.18923 0.23
H 1.82446 0.64635 -2.09249 0.22
H -1.86368 0.37545 -2.08074 0.20
H -1.01679 1.15215 -0.71114 0.23
H -2.26250 0.00626 -0.43682 0.19
H -0.74050 -1.68188 1.09940 0.23
H -0.02202 -2.71422 -0.13761 0.19
H -1.72321 -2.35666 -0.34189 0.22
H 0.13613 -2.30325 -2.34486 0.21
H -0.11885 -0.66194 -3.08149 0.21
H 1.34171 -0.99930 -2.19466 0.22
H -1.21244 2.96627 2.91151 0.41
H 1.81954 -1.57375 0.53618 0.48
```

- orbital gap (eV) = 10.477

=====

# 5
# C8H15N3O2

A 2-piece molecular cluster, C8H15N3O2 overall at a distorted geometry (ωB97M-V with the def2-TZVPD basis set, the OMol25 dataset).

XYZ file:
```
28
Properties=species:S:1:pos:R:3:nbo_charge:R:1
C 3.31716 -0.42174 -0.47751 0.23
C 4.44727 -0.76951 1.29732 -0.07
C -1.01510 1.76828 -0.68875 -0.60
C -1.62096 0.07211 -2.18543 -0.60
C -2.86714 -0.04049 0.15256 -0.62
C -0.47486 -0.37863 0.06292 0.44
C 2.50654 -1.85942 2.40550 0.40
C -1.63021 0.29674 -0.69729 -0.16
N 4.45794 -0.20899 0.02949 -0.53
N 2.36559 -0.93521 0.34856 -0.51
N 3.04855 -1.11973 1.46106 -0.15
O -0.71878 -1.22576 0.90744 -0.59
O 1.16241 -2.09778 2.57769 -0.65
H 3.09742 0.06813 -1.36771 0.19
H 5.07022 -1.58822 1.47939 0.20
H -1.05933 2.22074 0.23566 0.21
H -0.00875 1.62168 -0.96033 0.20
H -1.50557 2.54792 -1.26102 0.22
H -1.86159 -1.01999 -2.35657 0.21
H -2.42034 0.57277 -2.82320 0.23
H -0.68078 0.41714 -2.55655 0.21
H -3.84398 -0.00183 -0.39721 0.21
H -2.94304 0.78471 0.95048 0.21
H -2.63995 -0.97010 0.62755 0.25
H 0.61887 -0.29349 -0.17269 0.19
H 3.13717 -2.09606 3.27172 0.17
H 4.60023 -0.00946 2.18561 0.19
H 0.66454 -1.72622 1.84936 0.52
```

- orbital gap (eV) = 8.027

=====

# 6
# C8H15N3O3

One molecule with the formula C8H15N3O3 at a distorted geometry (ωB97M-V with the def2-TZVPD basis set, the OMol25 dataset).

XYZ file:
```
29
Properties=species:S:1:pos:R:3:nbo_charge:R:1
O -1.61785 -0.05639 0.09775 -0.66
O 2.21766 -0.34144 3.47372 -0.65
O 2.42518 -0.42993 -1.09545 -0.63
C -1.73101 0.81979 -0.75844 0.67
C 1.64535 -0.26125 2.37363 0.65
C 1.40798 0.23753 -0.95658 0.67
N 0.63935 -1.04583 2.03116 -0.60
N 1.22237 0.92390 0.18230 -0.62
N -0.91443 1.05298 -1.79076 -0.61
C -2.92421 1.73343 -0.74467 -0.71
C 0.09148 -2.21857 2.81014 -0.41
C 2.06817 0.85264 1.37523 -0.31
C -0.01192 -1.08495 -2.60540 -0.61
C 0.31695 0.31065 -2.09845 -0.13
H 0.16749 -0.85843 1.16627 0.42
H 0.26368 1.29047 0.27941 0.40
H -1.17060 1.80031 -2.38789 0.40
H -3.60299 1.45155 -1.54616 0.23
H -3.43953 1.52143 0.17647 0.25
H -2.65174 2.75130 -0.84955 0.22
H 0.59313 -3.12949 2.52875 0.20
H 0.24661 -2.02852 3.88873 0.23
H -0.97686 -2.30725 2.64845 0.21
H 2.09975 1.84489 1.90077 0.23
H 3.08555 0.71435 1.06017 0.25
H -0.51948 -1.63467 -1.86338 0.22
H 0.90409 -1.64951 -2.82715 0.24
H -0.60840 -1.02919 -3.50397 0.21
H 0.77421 0.77021 -2.96509 0.23
```

- SMILES string = CNC(=O)CNC(=O)[C@@H](C)NC(C)=O
- orbital gap (eV) = 9.440

=====

# 7
# C8H15N4

An isolated ion of composition C8H15N4 and charge +1 at a distorted geometry (ωB97M-V with the def2-TZVPD basis set, the OMol25 dataset).

XYZ file:
```
27
Properties=species:S:1:pos:R:3:nbo_charge:R:1
C -0.47829 1.61552 1.01292 0.16
C 1.36836 0.13537 0.33476 0.27
C 0.92728 1.17990 1.35298 -0.54
C -3.35301 -0.46482 -1.37322 -0.39
C -2.39269 0.19839 -2.27380 -0.39
C 2.58768 -0.42224 0.25013 -0.23
C -1.84093 -0.76944 -1.26223 -0.29
C -0.95959 -0.38199 -0.13181 0.37
N -1.31089 0.92718 0.48460 -0.38
N 0.42045 -0.27995 -0.52303 -0.57
N 3.74192 0.07456 1.15529 -0.68
N -1.05363 -1.40758 0.91140 -0.85
H -0.82875 2.49364 1.51409 0.19
H 1.58251 1.99472 1.34508 0.23
H 0.84723 0.72342 2.28795 0.26
H -3.72866 0.10007 -0.55617 0.23
H -4.02486 -1.17817 -1.63139 0.22
H -2.31107 -0.12691 -3.21906 0.21
H -2.19988 1.37944 -2.23494 0.24
H 2.91860 -1.22381 -0.40067 0.23
H -1.74936 -1.79931 -1.62584 0.23
H 0.65797 -1.13965 -1.07053 0.40
H 3.73916 1.15341 0.94549 0.44
H 3.60370 -0.05429 2.10251 0.43
H -1.66989 -1.09607 1.67432 0.38
H 4.55319 -0.25395 0.70072 0.45
H -1.67480 -2.12664 0.52081 0.37
```

- SMILES string = N[C@@]1(C2CC2)N=CC/C(=C\[NH3+])N1
- charge = +1
- orbital gap (eV) = 8.996

=====

# 8
# C8H15N4

C8H15N4 as an isolated structure at a distorted geometry (ωB97M-V with the def2-TZVPD basis set, the OMol25 dataset).

XYZ file:
```
27
Properties=species:S:1:pos:R:3:nbo_charge:R:1
C 3.08906 -0.14909 -0.29892 0.08
C -2.89380 1.28650 0.19293 0.02
C 1.12865 -2.28574 -0.14875 0.05
C 1.31257 1.33911 -0.08748 0.55
C -1.69121 -1.15907 -0.85692 -0.65
C 0.01492 -0.16745 1.74894 -0.60
C -0.88469 0.08686 -0.66301 -0.11
C 0.38758 -0.05690 0.15923 0.07
N 2.57531 1.00899 0.04699 -0.50
N -1.69767 1.23092 -0.14677 -0.47
N 1.35555 -1.08513 -0.13877 -0.36
N 0.60323 2.44890 -0.19855 -0.78
H 3.40354 -0.30194 -1.40620 0.21
H 3.82503 -0.54478 0.41282 0.22
H -3.24256 2.24158 0.50931 0.18
H -3.70277 0.52656 0.16101 0.17
H 2.00259 -2.87892 -0.51754 0.20
H 0.24782 -2.89201 0.30710 0.22
H -2.25580 -1.53702 0.05916 0.22
H -2.43772 -1.08725 -1.64108 0.25
H -1.06327 -1.93050 -1.28284 0.22
H -0.35557 0.84714 1.96330 0.25
H 0.91737 -0.32189 2.27133 0.23
H -0.70831 -1.06616 1.73276 0.22
H -0.62600 0.40252 -1.65728 0.23
H -0.40732 2.68874 -0.29972 0.49
H 1.10347 3.35605 -0.22105 0.42
```

- charge = +1
- orbital gap (eV) = 9.785

=====

# 9
# C8H15NO

One molecule with the formula C8H15NO at a distorted geometry (ωB97M-V with the def2-TZVPD basis set, the OMol25 dataset).

XYZ file:
```
25
Properties=species:S:1:pos:R:3:nbo_charge:R:1
C -0.55530 0.18819 0.90746 0.47
C 1.04781 -0.00932 -1.01977 -0.03
C -0.92705 1.66894 -1.01362 -0.41
C -0.08640 -1.10409 1.55669 -0.66
C 0.94969 -1.37596 -1.67853 -0.62
C 2.28356 0.13330 -0.14893 -0.64
N -0.44906 0.40248 -0.46821 -0.48
O -0.14615 1.28319 1.67283 -0.73
C -2.29785 0.09215 1.03189 -0.07
C -3.49657 -0.05666 1.08624 -0.33
H -0.45964 1.14111 2.57835 0.48
H 1.16569 0.71740 -1.82877 0.20
H -1.85334 2.05098 -0.57985 0.23
H -0.21892 2.49707 -0.92382 0.18
H -1.13449 1.53167 -2.08099 0.20
H 0.94290 -1.05106 1.91796 0.22
H -0.67496 -1.27178 2.46815 0.23
H -0.24868 -1.96701 0.90963 0.23
H 2.44888 -0.73381 0.49493 0.20
H 0.04175 -1.46594 -2.28185 0.23
H 0.98345 -2.19493 -0.95618 0.20
H 1.79146 -1.51147 -2.36891 0.21
H 2.27213 1.05523 0.43720 0.23
H 3.17248 0.19086 -0.79068 0.22
H -4.55137 -0.21055 1.07877 0.23
```

- SMILES string = C#C[C@](C)(O)N(C)C(C)C
- orbital gap (eV) = 9.654

=====

# 10
# C8H15NO10PS2

C8H15NO10PS2 as an isolated structure (ωB97M-V with the def2-TZVPD basis set, the OMol25 dataset).

XYZ file:
```
37
Properties=species:S:1:pos:R:3:nbo_charge:R:1
O -0.14107 0.84201 -4.22100 -1.07
P 0.39432 -0.28276 -3.42169 1.24
S 2.45824 0.00144 -2.70486 2.03
O 3.08547 -1.29279 -2.86242 -0.97
O 2.94829 1.09299 -3.50645 -0.95
N 2.45908 0.32952 -1.13712 -1.27
S 1.48094 1.40630 -0.52177 2.48
O 0.92409 2.31545 -1.48503 -0.96
O 0.56731 0.82873 0.42968 -0.99
O 2.48559 2.24111 0.42570 -0.89
H 0.52692 -1.49586 -4.11912 -0.07
H -0.32259 -0.60077 -2.25952 -0.05
H 3.08751 2.71015 -0.16586 0.49
O 0.69304 -2.67294 -1.35552 -0.58
C 1.09716 -2.99792 -0.28358 0.81
O 1.04875 -4.30385 0.11988 -0.51
C 1.51856 -4.42072 1.46887 -0.07
C 2.39277 -3.19287 1.69758 -0.43
C 1.71701 -2.15684 0.80429 -0.55
H 0.65194 -4.43711 2.13615 0.17
H 2.04944 -5.36685 1.55724 0.18
H 2.45336 -2.90648 2.74603 0.21
H 3.40405 -3.38808 1.33710 0.21
H 0.91341 -1.61775 1.30975 0.25
H 2.38434 -1.42288 0.35891 0.29
O -5.76989 1.64806 1.61846 -0.59
C -4.63254 1.97107 1.41682 0.79
O -3.65564 1.07847 1.17947 -0.49
C -2.37174 1.74152 1.06693 -0.07
C -2.70863 3.18106 0.69881 -0.43
C -4.05492 3.37574 1.38851 -0.53
H -1.86774 1.66257 2.03152 0.18
H -1.77342 1.22878 0.32419 0.24
H -1.93627 3.88064 1.00982 0.22
H -2.82280 3.26298 -0.38247 0.22
H -3.94669 3.70846 2.42346 0.23
H -4.73764 4.04942 0.87724 0.23
```

- charge = -1
- orbital gap (eV) = 9.055

=====

# 11
# C8H15O3P

A 2-piece molecular cluster, C8H15O3P overall at a distorted geometry (ωB97M-V with the def2-TZVPD basis set, the OMol25 dataset).

XYZ file:
```
27
Properties=species:S:1:pos:R:3:nbo_charge:R:1
C -1.96699 0.77949 0.16866 0.70
C 2.47678 1.03455 0.58125 -0.44
C 2.88797 -0.41469 0.66014 -0.41
C 1.13618 1.22319 -0.10657 -0.42
C 2.21481 -0.95570 -0.65502 -0.41
C 0.80835 -0.20340 -0.61582 -0.33
C -4.31542 0.64705 -0.15821 -0.30
C -0.23193 -0.87716 0.29460 0.16
O -1.90878 1.95190 -0.05121 -0.65
O 0.02303 -1.07038 1.56054 -0.68
O -3.01241 0.06850 0.23465 -0.54
P -1.38585 -2.27549 -0.25233 0.35
H 2.14420 1.47712 1.54225 0.21
H 3.24071 1.74856 0.12264 0.22
H 3.93374 -0.51988 0.67676 0.22
H 2.42965 -0.80892 1.59438 0.18
H 0.27619 1.38651 0.48644 0.23
H 1.12927 2.04359 -0.91738 0.23
H 2.80626 -0.53892 -1.46001 0.21
H 2.34917 -2.04423 -0.73189 0.22
H 0.41348 -0.20554 -1.59755 0.24
H -5.02046 0.53079 0.61080 0.19
H -4.75796 0.14662 -1.04968 0.20
H -4.25340 1.77017 -0.29762 0.22
H 0.71638 -0.41423 1.70883 0.48
H -0.36145 -2.89582 -0.97450 -0.05
H -1.77152 -1.58369 -1.37415 -0.03
```

- orbital gap (alpha / beta) (eV) = 8.166 / 8.163

=====

# 12
# C8H15O3S

An isolated ion of composition C8H15O3S and charge +1 at a distorted geometry (ωB97M-V with the def2-TZVPD basis set, the OMol25 dataset).

XYZ file:
```
27
Properties=species:S:1:pos:R:3:nbo_charge:R:1
C 2.06735 -1.60353 -0.23567 -0.98
C 0.57606 2.17842 1.41393 -0.43
C -0.57951 1.31996 2.00829 -0.42
C 0.13018 2.66296 -0.06907 -0.44
C -1.60275 -0.70008 0.74700 -0.09
C -1.47280 0.85353 0.75664 -0.33
C -0.82406 1.46037 -0.50548 0.20
C 0.52591 -3.22613 -2.33871 -0.26
O -0.24318 -1.24640 0.65239 -0.68
O 0.23803 0.30932 -1.08621 -0.80
O 0.05509 -1.96751 -1.85654 -0.68
S 0.61437 -1.09737 -0.65547 2.29
H 2.49692 -1.74605 -1.16893 0.24
H 2.73136 -1.04342 0.52380 0.30
H 0.79992 3.03288 2.17625 0.25
H 1.57794 1.76421 1.16109 0.22
H -0.17291 0.44449 2.62569 0.24
H -1.28860 1.93391 2.67810 0.24
H -0.39148 3.59991 0.06627 0.25
H 0.98119 2.66874 -0.81923 0.25
H -1.80060 -0.87381 1.79828 0.24
H -2.40072 -1.17095 0.11828 0.24
H -2.34323 1.54186 0.83036 0.27
H -1.51225 1.55703 -1.34616 0.24
H 1.56393 -3.06756 -2.64268 0.21
H -0.14294 -3.61278 -3.25898 0.25
H 0.41677 -3.97201 -1.57325 0.21
```

- charge = +1
- orbital gap (eV) = 10.448